(1)
{"formula": "C52H45BrCsN4O7PS2", "method": "ωB97M-V/def2-TZVPD", "elements": ["Cs", "C", "C", "C", "C", "C", "C", "P", "C", "C", "C", "C", "C", "C", "C", "C", "C", "C", "C", "C", "H", "H", "H", "H", "H", "H", "H", "H", "H", "H", "H", "H", "H", "H", "O", "N", "O", "C", "C", "C", "C", "C", "C", "N", "C", "C", "N", "C", "C", "C", "C", "H", "H", "H", "H", "H", "H", "H", "Br", "C", "C", "C", "C", "C", "C", "C", "C", "C", "C", "H", "H", "H", "H", "H", "H", "C", "S", "C", "O", "H", "H", "H", "H", "H", "H", "C", "C", "C", "C", "C", "C", "C", "S", "O", "O", "N", "C", "C", "C", "O", "O", "H", "H", "H", "H", "H", "H", "H", "H", "H", "H", "H", "H"], "xyz": [[-0.447, -0.825, -0.555], [0.032, 5.205, -3.292], [-1.344, 5.029, -3.291], [-1.950, 4.219, -2.336], [-1.186, 3.572, -1.369], [0.203, 3.735, -1.398], [0.807, 4.550, -2.342], [-1.862, 2.466, -0.056], [-1.501, 3.565, 1.381], [-1.741, 4.940, 1.402], [-1.405, 5.701, 2.511], [-0.816, 5.097, 3.617], [-0.565, 3.733, 3.606], [-0.904, 2.972, 2.493], [-3.661, 2.565, -0.328], [-4.540, 3.223, 0.532], [-5.895, 3.270, 0.223], [-6.331, 2.680, -0.956], [-5.416, 2.052, -1.802], [-4.038, 1.946, -1.538], [0.499, 5.835, -4.042], [-1.949, 5.516, -4.047], [-3.022, 4.068, -2.347], [0.813, 3.215, -0.664], [1.886, 4.666, -2.342], [-2.183, 5.415, 0.533], [-1.592, 6.769, 2.511], [-0.543, 5.694, 4.480], [-0.086, 3.256, 4.453], [-0.668, 1.912, 2.470], [-4.181, 3.689, 1.445], [-6.595, 3.763, 0.889], [-7.387, 2.711, -1.215], [-5.821, 1.615, -2.719], [0.546, 4.148, -7.940], [-0.128, 4.047, -6.930], [-1.181, 4.627, -6.762], [0.313, 3.083, -5.907], [1.644, 3.021, -5.697], [2.162, 2.161, -4.687], [3.539, 2.080, -4.411], [3.974, 1.222, -3.440], [3.017, 0.456, -2.749], [1.726, 0.527, -2.972], [1.287, 1.362, -3.934], [-0.142, 1.421, -4.197], [-0.932, 0.600, -3.483], [-2.227, 0.630, -3.695], [-2.824, 1.473, -4.652], [-2.039, 2.299, -5.398], [-0.641, 2.296, -5.180], [2.313, 3.635, -6.284], [4.233, 2.697, -4.971], [5.022, 1.127, -3.190], [3.331, -0.234, -1.973], [-2.847, -0.002, -3.075], [-3.901, 1.473, -4.754], [-2.474, 2.965, -6.127], [3.064, 1.216, 0.590], [3.264, 0.802, 2.443], [4.437, 1.177, 3.034], [4.644, 0.887, 4.400], [3.675, 0.244, 5.112], [2.455, -0.147, 4.500], [1.455, -0.815, 5.243], [0.288, -1.174, 4.626], [0.086, -0.905, 3.253], [1.009, -0.273, 2.429], [2.208, 0.119, 3.115], [5.195, 1.691, 2.459], [5.574, 1.182, 4.873], [3.823, 0.017, 6.163], [1.631, -1.028, 6.293], [-0.485, -1.682, 5.198], [-0.865, -1.230, 2.830], [-2.666, -4.175, 2.202], [-3.540, -3.000, 1.169], [-4.870, -2.637, 2.330], [-2.701, -1.770, 1.151], [-3.282, -5.057, 2.379], [-2.402, -3.679, 3.137], [-1.778, -4.439, 1.634], [-5.475, -3.530, 2.491], [-5.472, -1.848, 1.882], [-4.432, -2.284, 3.263], [4.702, -2.487, 2.615], [3.771, -3.656, 2.460], [4.246, -4.953, 2.306], [3.373, -6.020, 2.132], [2.009, -5.785, 2.127], [1.513, -4.494, 2.282], [2.391, -3.440, 2.447], [0.873, -7.114, 1.855], [1.654, -8.317, 1.711], [-0.150, -7.035, 2.863], [0.151, -6.803, 0.437], [0.996, -6.716, -0.762], [0.265, -5.886, -1.814], [-0.008, -4.456, -1.307], [-0.743, -4.383, -0.274], [0.525, -3.513, -1.910], [5.742, -2.811, 2.671], [4.463, -1.910, 3.512], [4.597, -1.803, 1.773], [5.316, -5.133, 2.310], [3.735, -7.031, 2.005], [0.447, -4.309, 2.258], [2.002, -2.432, 2.547], [-0.428, -5.942, 0.482], [1.200, -7.724, -1.125], [1.959, -6.241, -0.533], [-0.690, -6.367, -2.046], [0.868, -5.833, -2.720]], "e_lumo_ev": 2.965, "total_charge": -2, "e_tot_ha": -6486.084542, "orbital_gap_ha": 0.1790}

---

(2)
{"formula": "C52H45N3O2P2PdSSe", "method": "ωB97M-V/def2-TZVPD", "elements": ["Pd", "O", "C", "C", "C", "C", "C", "C", "P", "C", "C", "C", "C", "C", "C", "C", "C", "C", "C", "C", "C", "C", "C", "C", "C", "C", "C", "P", "C", "C", "C", "C", "C", "C", "C", "C", "C", "C", "C", "C", "H", "H", "H", "H", "H", "H", "H", "H", "H", "H", "H", "H", "H", "H", "H", "H", "H", "H", "H", "H", "H", "H", "H", "H", "H", "H", "H", "H", "Se", "N", "C", "C", "C", "C", "C", "C", "N", "H", "H", "H", "H", "O", "S", "C", "C", "C", "C", "H", "H", "H", "H", "H", "H", "H", "H", "N", "C", "C", "C", "C", "C", "C", "H", "H", "H", "H", "H"], "xyz": [[-0.285, -0.562, -0.555], [1.857, 0.010, 1.852], [3.179, 0.014, 1.530], [4.225, 0.325, 2.393], [5.528, 0.259, 1.933], [5.803, -0.106, 0.625], [4.758, -0.343, -0.252], [3.442, -0.261, 0.187], [2.023, -0.374, -0.966], [2.658, -1.812, -1.899], [2.869, -2.960, -1.135], [3.307, -4.126, -1.731], [3.569, -4.150, -3.092], [3.380, -3.008, -3.850], [2.918, -1.843, -3.261], [2.407, 1.050, -2.048], [1.672, 1.159, -3.231], [1.860, 2.233, -4.079], [2.758, 3.236, -3.744], [3.463, 3.153, -2.556], [3.292, 2.070, -1.710], [1.407, -0.234, 3.119], [2.116, -0.897, 4.112], [1.551, -1.037, 5.367], [0.290, -0.530, 5.640], [-0.452, 0.041, 4.622], [0.096, 0.185, 3.354], [-0.897, 0.707, 1.886], [-1.531, 2.294, 2.556], [-2.701, 2.866, 2.058], [-3.101, 4.126, 2.459], [-2.338, 4.849, 3.362], [-1.163, 4.300, 3.848], [-0.756, 3.042, 3.436], [-2.230, -0.499, 2.253], [-1.868, -1.824, 2.008], [-2.768, -2.842, 2.260], [-4.037, -2.544, 2.733], [-4.396, -1.230, 2.970], [-3.490, -0.206, 2.751], [4.030, 0.639, 3.406], [6.336, 0.481, 2.614], [6.826, -0.176, 0.284], [4.960, -0.594, -1.285], [2.670, -2.931, -0.072], [3.451, -5.019, -1.140], [3.925, -5.054, -3.562], [3.593, -3.021, -4.909], [2.776, -0.957, -3.864], [0.938, 0.399, -3.472], [1.300, 2.301, -5.001], [2.893, 4.082, -4.402], [4.149, 3.942, -2.282], [3.852, 2.029, -0.786], [3.088, -1.316, 3.907], [2.108, -1.547, 6.138], [-0.128, -0.608, 6.634], [-1.458, 0.393, 4.803], [-3.307, 2.317, 1.346], [-4.012, 4.548, 2.060], [-2.652, 5.837, 3.670], [-0.561, 4.851, 4.555], [0.175, 2.635, 3.805], [-0.879, -2.044, 1.594], [-2.486, -3.867, 2.067], [-4.752, -3.336, 2.898], [-5.389, -0.993, 3.323], [-3.776, 0.812, 2.960], [-3.033, 0.781, -0.772], [-2.337, -0.866, -0.921], [-3.319, -1.768, -0.668], [-3.181, -3.156, -0.694], [-4.293, -3.949, -0.509], [-5.546, -3.388, -0.260], [-5.707, -2.023, -0.189], [-4.605, -1.185, -0.399], [-4.658, 0.159, -0.363], [-2.208, -3.595, -0.850], [-4.186, -5.024, -0.554], [-6.400, -4.034, -0.115], [-6.669, -1.581, 0.017], [-0.313, 1.738, -1.284], [-0.821, 2.736, -0.319], [-1.760, 3.962, -1.337], [-1.093, 5.309, -1.140], [0.403, 5.020, -1.087], [0.557, 3.934, -0.046], [-2.796, 3.927, -0.998], [-1.690, 3.604, -2.363], [-1.418, 5.751, -0.196], [-1.345, 5.996, -1.946], [0.979, 5.909, -0.829], [0.743, 4.654, -2.057], [0.400, 4.324, 0.958], [1.493, 3.385, -0.094], [-0.069, -2.464, -0.853], [-0.184, -2.796, -2.117], [-0.510, -1.905, -3.194], [-0.593, -2.353, -4.489], [-0.344, -3.686, -4.802], [-0.034, -4.578, -3.781], [0.032, -4.164, -2.475], [-0.743, -0.858, -2.958], [-0.848, -1.656, -5.275], [-0.407, -4.029, -5.825], [0.158, -5.613, -4.027], [0.263, -4.858, -1.679]], "e_lumo_ev": [-1.134, -1.134], "e_tot_ha": -5933.371551, "orbital_gap_ha": [0.1503, 0.1503]}

---

(3)
{"formula": "C52H45N3O2P2PdSSe", "method": "ωB97M-V/def2-TZVPD", "elements": ["Pd", "O", "C", "C", "C", "C", "C", "C", "P", "C", "C", "C", "C", "C", "C", "C", "C", "C", "C", "C", "C", "C", "C", "C", "C", "C", "C", "P", "C", "C", "C", "C", "C", "C", "C", "C", "C", "C", "C", "C", "H", "H", "H", "H", "H", "H", "H", "H", "H", "H", "H", "H", "H", "H", "H", "H", "H", "H", "H", "H", "H", "H", "H", "H", "H", "H", "H", "H", "Se", "N", "C", "C", "C", "C", "C", "C", "N", "H", "H", "H", "H", "O", "S", "C", "C", "C", "C", "H", "H", "H", "H", "H", "H", "H", "H", "N", "C", "C", "C", "C", "C", "C", "H", "H", "H", "H", "H"], "xyz": [[-0.148, 0.012, -0.097], [2.715, -1.703, -0.356], [3.657, -1.396, 0.581], [4.563, -2.297, 1.111], [5.473, -1.848, 2.061], [5.470, -0.525, 2.468], [4.529, 0.356, 1.946], [3.596, -0.064, 1.007], [2.204, 0.945, 0.373], [2.770, 1.298, -1.330], [4.103, 1.335, -1.724], [4.442, 1.617, -3.038], [3.450, 1.868, -3.976], [2.116, 1.829, -3.596], [1.780, 1.538, -2.281], [2.587, 2.520, 1.231], [3.305, 3.581, 0.687], [3.521, 4.743, 1.419], [3.039, 4.850, 2.715], [2.314, 3.799, 3.266], [2.077, 2.656, 2.522], [2.467, -2.945, -0.885], [3.425, -3.693, -1.547], [3.046, -4.897, -2.127], [1.731, -5.330, -2.047], [0.784, -4.559, -1.386], [1.134, -3.352, -0.791], [0.001, -2.212, 0.093], [0.394, -2.724, 1.811], [0.696, -4.038, 2.166], [0.995, -4.362, 3.481], [0.993, -3.373, 4.457], [0.689, -2.065, 4.116], [0.392, -1.743, 2.798], [-1.609, -2.988, -0.191], [-2.133, -2.913, -1.617], [-3.038, -4.082, -1.815], [-4.242, -4.085, -0.972], [-3.937, -3.398, 0.400], [-2.492, -3.283, 0.767], [4.553, -3.331, 0.796], [6.187, -2.545, 2.481], [6.185, -0.174, 3.200], [4.512, 1.381, 2.291], [4.885, 1.134, -0.998], [5.484, 1.641, -3.332], [3.716, 2.080, -5.004], [1.334, 2.005, -4.325], [0.735, 1.476, -1.984], [3.695, 3.507, -0.321], [4.081, 5.557, 0.976], [3.219, 5.748, 3.292], [1.921, 3.879, 4.271], [1.475, 1.858, 2.942], [4.440, -3.328, -1.623], [3.784, -5.492, -2.649], [1.441, -6.271, -2.497], [-0.240, -4.909, -1.314], [0.704, -4.812, 1.408], [1.234, -5.384, 3.744], [1.232, -3.624, 5.483], [0.691, -1.291, 4.873], [0.169, -0.721, 2.506], [-1.304, -2.949, -2.330], [-2.871, -4.807, -2.597], [-4.719, -5.063, -0.921], [-4.536, -3.830, 1.203], [-2.198, -3.311, 1.811], [-1.921, 2.592, -3.210], [-2.090, 1.327, -1.939], [-3.307, 1.375, -1.495], [-3.860, 0.448, -0.475], [-5.128, 0.888, 0.107], [-5.883, 1.893, -0.442], [-5.465, 2.625, -1.551], [-4.157, 2.412, -2.071], [-3.618, 3.152, -3.013], [-3.189, -0.396, 1.289], [-5.485, 0.380, 0.993], [-6.838, 2.128, 0.010], [-6.074, 3.404, -1.986], [-0.757, 2.446, 0.909], [-1.414, 3.655, 0.330], [-0.095, 4.609, -0.486], [-0.160, 6.032, 0.041], [-0.421, 5.892, 1.537], [-1.561, 4.888, 1.672], [-0.197, 4.507, -1.563], [0.818, 4.109, -0.157], [-0.974, 6.585, -0.436], [0.766, 6.570, -0.172], [-0.670, 6.846, 2.004], [0.472, 5.503, 2.028], [-2.543, 5.356, 1.584], [-1.535, 4.296, 2.586], [-2.868, -0.272, 0.332], [-3.605, -1.077, -0.607], [-4.618, -2.088, -0.132], [-5.224, -2.889, -1.320], [-5.050, -2.268, -2.670], [-3.903, -1.653, -2.942], [-2.865, -1.553, -1.852], [-5.350, -1.651, 0.546], [-6.256, -3.172, -1.118], [-5.833, -2.356, -3.413], [-3.715, -1.209, -3.913], [-2.094, -0.830, -2.086]], "e_lumo_ev": [0.324, -0.989], "multiplicity": 3, "e_tot_ha": -5933.323331, "s_squared": 2.05, "orbital_gap_ha": [0.2102, 0.1620]}

---

(4)
{"formula": "C52H46BrCsI2N5OPSe", "method": "ωB97M-V/def2-TZVPD", "elements": ["Cs", "I", "C", "C", "C", "I", "C", "O", "C", "C", "N", "C", "C", "C", "C", "C", "C", "N", "C", "H", "H", "H", "H", "H", "H", "H", "H", "H", "H", "H", "Br", "C", "C", "C", "C", "C", "C", "C", "C", "C", "C", "H", "H", "H", "H", "H", "H", "C", "C", "C", "C", "C", "C", "P", "C", "C", "C", "C", "C", "C", "C", "C", "C", "C", "C", "C", "H", "H", "H", "H", "H", "H", "H", "H", "H", "H", "H", "H", "H", "H", "C", "N", "C", "C", "N", "C", "C", "Se", "H", "H", "H", "H", "H", "H", "H", "H", "C", "C", "C", "C", "N", "C", "C", "H", "H", "H", "H", "H", "H", "H"], "xyz": [[-0.093, 0.365, 0.149], [-3.569, -5.993, -5.504], [-2.933, -4.259, -4.488], [-2.849, -3.056, -5.172], [-2.422, -1.940, -4.476], [-2.273, -0.105, -5.492], [-2.054, -1.929, -3.097], [-1.648, -0.901, -2.476], [-2.181, -3.216, -2.453], [-1.829, -3.260, -0.987], [-0.456, -2.829, -0.693], [0.544, -3.843, -0.956], [1.889, -3.441, -0.378], [2.864, -4.395, -0.090], [4.068, -3.976, 0.446], [4.276, -2.621, 0.666], [3.257, -1.741, 0.335], [2.093, -2.146, -0.165], [-2.601, -4.337, -3.139], [-3.104, -2.986, -6.219], [-1.984, -4.263, -0.581], [-2.497, -2.579, -0.450], [-0.307, -2.046, -1.324], [0.671, -4.067, -2.028], [0.232, -4.779, -0.479], [2.666, -5.444, -0.275], [4.837, -4.699, 0.693], [5.202, -2.253, 1.088], [3.365, -0.669, 0.467], [-2.678, -5.284, -2.616], [2.924, 2.396, 0.951], [3.820, 2.789, -0.696], [4.812, 3.728, -0.647], [5.473, 4.087, -1.844], [5.103, 3.513, -3.025], [4.068, 2.544, -3.078], [3.658, 1.976, -4.308], [2.651, 1.047, -4.318], [2.030, 0.645, -3.113], [2.351, 1.147, -1.859], [3.396, 2.127, -1.885], [5.082, 4.188, 0.294], [6.265, 4.826, -1.813], [5.596, 3.797, -3.951], [4.150, 2.289, -5.224], [2.327, 0.619, -5.264], [1.230, -0.093, -3.200], [3.378, -3.193, 6.957], [4.025, -2.256, 6.161], [3.336, -1.624, 5.137], [1.988, -1.898, 4.894], [1.353, -2.838, 5.701], [2.042, -3.483, 6.720], [1.193, -0.943, 3.528], [-0.279, -2.008, 3.227], [-0.059, -3.268, 2.668], [-1.116, -4.118, 2.389], [-2.421, -3.703, 2.623], [-2.654, -2.442, 3.152], [-1.590, -1.603, 3.463], [0.481, 0.508, 4.390], [0.614, 0.728, 5.762], [0.058, 1.871, 6.322], [-0.637, 2.753, 5.500], [-0.763, 2.486, 4.139], [-0.197, 1.365, 3.498], [3.914, -3.696, 7.754], [5.070, -2.024, 6.335], [3.841, -0.902, 4.504], [0.308, -3.068, 5.531], [1.531, -4.214, 7.337], [0.958, -3.575, 2.441], [-0.926, -5.093, 1.954], [-3.252, -4.351, 2.371], [-3.671, -2.099, 3.310], [-1.771, -0.614, 3.864], [1.141, 0.028, 6.403], [0.157, 2.066, 7.385], [-1.083, 3.648, 5.927], [-1.345, 3.195, 3.546], [-1.803, 2.679, -2.610], [-0.948, 3.538, -1.811], [0.388, 3.787, -2.063], [0.859, 4.493, -1.020], [-0.182, 4.644, -0.125], [-0.087, 5.265, 1.178], [-1.306, 4.068, -0.613], [-2.960, 4.052, 0.196], [-1.511, 2.728, -3.656], [-2.832, 3.011, -2.485], [-1.720, 1.653, -2.260], [0.892, 3.395, -2.928], [1.854, 4.839, -0.808], [0.964, 5.452, 1.387], [-0.490, 4.590, 1.931], [-0.656, 6.195, 1.204], [-7.240, 0.457, 1.935], [-5.810, 0.383, 1.475], [-4.776, 0.865, 2.268], [-3.474, 0.818, 1.792], [-3.163, 0.317, 0.599], [-4.147, -0.149, -0.165], [-5.476, -0.138, 0.230], [-7.297, 0.477, 3.023], [-7.819, -0.392, 1.569], [-7.713, 1.368, 1.559], [-4.980, 1.284, 3.246], [-2.637, 1.184, 2.386], [-3.837, -0.535, -1.132], [-6.242, -0.529, -0.430]], "e_lumo_ev": 3.303, "total_charge": -2, "e_tot_ha": -8290.511591, "orbital_gap_ha": 0.1925}